Record 1
The following is a quantum chemistry calculation of a cluster of 4 separate species, C6H15NO3 in total, from the Open Molecules 2025 dataset.

Summary:
E_tot   -518.03847 Ha
Charge   0
Gap between HOMO and LUMO   9.0 eV
ΔE to the lowest compared entry with this formula, charge and spin   51.28 kcal per mole
SMILES   Cc1c[nH]cc1C.O.O.O
Largest force on an atom   2.2 eV/Å

Atoms and positions in Å:
1 C 1.544 -0.942 1.210
2 C 0.298 -0.611 0.441
3 C 0.146 0.523 -0.345
4 N -0.932 0.320 -1.136
5 C -1.614 -0.837 -0.756
6 C -0.850 -1.410 0.262
7 C -1.191 -2.673 0.960
8 H 1.860 -0.197 1.913
9 H 2.408 -1.211 0.604
10 H 1.338 -1.904 1.660
11 H 0.964 1.224 -0.449
12 H -1.116 0.829 -1.985
13 H -2.686 -0.691 -0.625
14 H -2.106 -3.160 0.624
15 H -0.422 -3.446 0.890
16 H -1.290 -2.518 2.041
17 H 0.539 -0.648 -3.471
18 H 1.294 -0.528 -2.030
19 O 1.358 -0.647 -2.982
20 H 2.127 1.211 2.018
21 H 3.053 2.350 1.664
22 O 2.163 2.023 1.492
23 H -1.639 2.540 -0.059
24 H -2.362 2.938 1.178
25 O -1.577 3.176 0.669

Record 2
The following is a quantum chemistry calculation of a cluster of 11 separate species, C14H20BCl30FO2 in total, from the Open Molecules 2025 dataset.

Summary:
E_tot   -14626.31762 Ha
Charge   0
Gap between HOMO and LUMO   10.4 eV
SMILES   CCOB(O)CCF.ClC(Cl)Cl.ClC(Cl)Cl.ClC(Cl)Cl.ClC(Cl)Cl.ClC(Cl)Cl.ClC(Cl)Cl.ClC(Cl)Cl.ClC(Cl)Cl.ClC(Cl)Cl.ClC(Cl)Cl
Largest force on an atom   3.5 eV/Å

Atoms and positions in Å:
1 C -5.274 -3.017 -0.547
2 C -4.613 -3.042 -2.082
3 O -3.203 -3.462 -1.888
4 B -2.287 -2.726 -2.780
5 O -1.654 -3.501 -3.902
6 C -1.928 -1.103 -2.607
7 C -2.168 -0.549 -1.072
8 F -2.930 0.751 -1.115
9 H -4.439 -2.636 0.205
10 H -6.221 -2.332 -0.468
11 H -5.480 -4.145 -0.268
12 H -5.221 -3.857 -2.707
13 H -4.722 -1.971 -2.570
14 H -2.118 -3.200 -4.757
15 H -2.604 -0.542 -3.387
16 H -0.774 -1.015 -2.817
17 H -2.817 -1.281 -0.414
18 H -1.150 -0.389 -0.474
19 C -4.388 -3.519 3.248
20 Cl -3.630 -4.789 2.273
21 Cl -3.699 -1.935 2.851
22 Cl -6.143 -3.512 3.004
23 H -4.187 -3.728 4.302
24 C 2.540 -0.447 -3.290
25 Cl 1.337 -1.648 -3.789
26 Cl 3.553 0.027 -4.665
27 Cl 1.747 0.971 -2.584
28 H 3.181 -0.898 -2.529
29 C -3.217 3.527 0.618
30 Cl -2.114 2.916 1.864
31 Cl -4.507 4.497 1.351
32 Cl -2.331 4.477 -0.586
33 H -3.674 2.671 0.114
34 C 4.584 3.287 -2.085
35 Cl 4.464 4.782 -1.141
36 Cl 5.589 3.539 -3.523
37 Cl 5.239 1.975 -1.091
38 H 3.580 3.005 -2.411
39 C 5.627 3.472 2.296
40 Cl 6.730 2.862 3.541
41 Cl 4.337 4.443 3.028
42 Cl 6.513 4.423 1.092
43 H 5.170 2.617 1.791
44 C -4.925 -4.762 7.614
45 Cl -6.559 -4.325 7.087
46 Cl -3.713 -4.069 6.523
47 Cl -4.643 -4.225 9.278
48 H -4.833 -5.851 7.583
49 C 7.920 0.763 -5.331
50 Cl 6.984 1.936 -6.274
51 Cl 6.992 0.214 -3.924
52 Cl 8.391 -0.614 -6.341
53 H 8.828 1.255 -4.974
54 C 2.676 1.650 4.860
55 Cl 3.092 0.786 3.370
56 Cl 1.382 2.822 4.559
57 Cl 2.199 0.508 6.129
58 H 3.561 2.194 5.201
59 C 2.340 -0.899 -8.595
60 Cl 4.102 -1.083 -8.618
61 Cl 1.576 -2.088 -9.663
62 Cl 1.720 -1.058 -6.943
63 H 2.094 0.101 -8.960
64 C -1.264 4.334 7.553
65 Cl 0.206 3.687 8.302
66 Cl -1.090 6.068 7.237
67 Cl -1.633 3.463 6.054
68 H -2.096 4.191 8.247

Record 3
The following is a quantum chemistry calculation of an isolated molecule of C5H8O, from the Open Molecules 2025 dataset.

Summary:
E_tot   -270.52937 Ha
Charge   0
Gap between HOMO and LUMO   10.6 eV
ΔE to the lowest compared entry with this formula, charge and spin   17.90 kcal per mole
SMILES   O[C@@H]1C=CCC1
Largest force on an atom   0.4 eV/Å

Atoms and positions in Å:
1 O 1.506 -1.415 0.871
2 C 0.866 -0.697 -0.173
3 C -0.675 -0.847 -0.283
4 C -1.301 0.535 0.009
5 C -0.107 1.457 -0.027
6 C 1.047 0.804 -0.120
7 H 1.244 -1.053 1.726
8 H 1.335 -1.113 -1.069
9 H -0.904 -1.088 -1.321
10 H -1.064 -1.670 0.323
11 H -2.042 0.814 -0.753
12 H -1.822 0.592 0.974
13 H -0.210 2.540 0.001
14 H 2.029 1.266 -0.183

Record 4
The following is a quantum chemistry calculation of a structure of composition C14H19B2BeCl2F14N6O4S2, from the Open Molecules 2025 dataset.

Summary:
E_tot   -4353.74126 Ha
Charge   -1
Gap between HOMO and LUMO   3.2 eV
Largest force on an atom   5.8 eV/Å

Atoms and positions in Å:
1 Be -3.675 -2.342 -0.192
2 B -4.221 -4.334 -3.868
3 F -3.040 -3.663 -3.704
4 F -4.562 -4.689 -2.607
5 F -5.293 -3.695 -4.405
6 F -4.151 -5.501 -4.537
7 B -3.286 1.279 -2.164
8 F -2.517 2.083 -2.963
9 F -2.674 0.724 -1.111
10 F -4.378 1.981 -1.824
11 F -3.693 0.262 -3.007
12 C 1.306 -1.222 -0.480
13 F 0.310 -1.063 -1.415
14 F 2.411 -1.714 -1.058
15 F 1.542 -0.062 0.164
16 S 0.496 -2.487 0.735
17 O -0.346 -3.325 -0.147
18 O 1.596 -3.118 1.457
19 N -0.743 -1.571 1.579
20 S -0.053 -1.457 2.978
21 O -0.107 -2.660 3.719
22 O 1.231 -0.721 3.015
23 C -1.386 -0.458 4.055
24 F -0.873 -0.410 5.267
25 F -1.526 0.800 3.596
26 F -2.523 -1.072 4.012
27 C 5.043 2.206 -3.624
28 C 4.194 2.422 -4.770
29 N 3.448 2.564 -5.666
30 H 5.790 2.949 -3.904
31 H 5.459 1.206 -3.499
32 H 4.547 2.501 -2.699
33 C 0.491 3.931 0.305
34 C 1.649 4.716 -0.215
35 N 2.568 5.259 -0.624
36 H -0.131 4.499 0.997
37 H 0.965 3.129 0.870
38 H -0.138 3.516 -0.482
39 C -0.589 -1.826 -7.216
40 C -1.595 -0.761 -6.997
41 N -2.365 0.081 -6.790
42 H -1.074 -2.666 -7.712
43 H -0.123 -1.972 -6.241
44 H 0.214 -1.375 -7.799
45 C 5.085 -6.138 1.934
46 C 4.367 -6.746 0.849
47 N 3.747 -7.161 -0.071
48 H 6.093 -6.533 2.063
49 H 4.558 -5.966 2.873
50 H 5.403 -5.212 1.456
51 C -7.980 1.957 2.690
52 C -6.957 0.993 2.426
53 N -6.119 0.186 2.227
54 H -7.443 2.905 2.677
55 H -8.472 1.843 3.656
56 H -8.726 1.965 1.896
57 Cl 3.884 5.711 7.207
58 C 4.287 4.709 5.708
59 C 2.992 4.048 5.291
60 Cl 1.851 5.336 4.826
61 H 5.089 4.018 5.964
62 H 4.546 5.325 4.846
63 H 2.473 3.427 6.021
64 H 3.128 3.389 4.433

Record 5
The following is a quantum chemistry calculation of a cluster of 8 separate species, C29H49F15O19S3 in total, from the Open Molecules 2025 dataset.

Summary:
⟨S²⟩   0.753
E_tot   -5256.40835 Ha
Charge   -1
Multiplicity   2
Gap between HOMO and LUMO (alpha / beta)   1.6 / 6.6 eV
Largest force on an atom   5.6 eV/Å

Atoms and positions in Å:
1 O 19.620 -13.099 -9.726
2 S 19.822 -14.275 -10.614
3 O 20.829 -15.296 -10.348
4 O 18.340 -15.117 -11.015
5 C 18.531 -16.326 -11.626
6 C 17.197 -16.669 -12.310
7 C 20.191 -13.621 -12.407
8 H 18.832 -17.040 -10.859
9 H 19.322 -16.359 -12.375
10 H 16.961 -15.854 -12.995
11 H 16.244 -16.823 -11.803
12 H 17.347 -17.621 -12.819
13 H 21.034 -12.939 -12.301
14 H 19.308 -13.204 -12.892
15 H 20.608 -14.492 -12.913
16 O 6.594 -13.732 -9.909
17 S 6.818 -12.353 -9.479
18 O 8.111 -11.683 -9.719
19 O 5.643 -11.376 -10.045
20 C 5.743 -9.952 -9.820
21 C 4.458 -9.686 -8.952
22 C 6.416 -12.291 -7.692
23 H 5.660 -9.558 -10.833
24 H 6.714 -9.631 -9.442
25 H 4.342 -9.983 -7.909
26 H 3.638 -10.306 -9.315
27 H 4.088 -8.662 -8.988
28 H 7.251 -12.749 -7.162
29 H 5.557 -12.946 -7.543
30 H 6.270 -11.258 -7.378
31 O 17.597 -15.410 -5.180
32 S 17.632 -16.142 -6.403
33 O 17.327 -17.557 -6.366
34 O 16.715 -15.299 -7.547
35 C 16.292 -15.921 -8.711
36 C 14.775 -16.395 -8.569
37 C 19.254 -15.869 -7.297
38 H 16.910 -16.781 -8.971
39 H 16.384 -15.163 -9.488
40 H 14.427 -16.718 -9.551
41 H 14.186 -15.484 -8.464
42 H 14.657 -17.143 -7.785
43 H 20.000 -16.409 -6.715
44 H 19.520 -14.812 -7.336
45 H 19.212 -16.299 -8.298
46 C 13.440 -18.138 -5.221
47 C 13.970 -16.670 -5.035
48 O 13.083 -15.916 -4.263
49 C 12.081 -15.231 -4.836
50 O 11.927 -15.171 -6.062
51 C 11.266 -14.356 -3.875
52 F 11.177 -13.071 -4.304
53 F 10.037 -14.818 -3.693
54 F 11.852 -14.375 -2.659
55 H 13.390 -18.574 -4.223
56 H 14.203 -18.612 -5.838
57 H 12.482 -18.088 -5.738
58 H 14.248 -16.124 -5.936
59 H 14.856 -16.861 -4.431
60 C 12.595 -11.854 -7.687
61 C 13.689 -12.956 -7.717
62 O 14.413 -13.100 -6.528
63 C 15.193 -12.110 -6.050
64 O 15.358 -10.997 -6.613
65 C 15.871 -12.584 -4.747
66 F 15.587 -11.704 -3.766
67 F 15.386 -13.815 -4.374
68 F 17.190 -12.579 -4.961
69 H 12.008 -11.943 -6.773
70 H 11.803 -11.942 -8.431
71 H 13.093 -10.884 -7.676
72 H 14.282 -12.869 -8.627
73 H 13.212 -13.928 -7.845
74 C 10.770 -10.546 -11.206
75 C 10.615 -9.384 -10.243
76 O 11.832 -9.018 -9.784
77 C 11.967 -8.190 -8.783
78 O 11.000 -7.587 -8.248
79 C 13.413 -7.876 -8.416
80 F 14.173 -8.542 -9.172
81 F 13.565 -6.558 -8.595
82 F 13.673 -8.215 -7.182
83 H 9.826 -10.707 -11.725
84 H 11.026 -11.466 -10.681
85 H 11.506 -10.390 -11.995
86 H 9.868 -9.719 -9.523
87 H 10.067 -8.611 -10.781
88 C 9.509 -14.979 -8.502
89 C 10.536 -14.115 -9.304
90 O 11.002 -14.915 -10.370
91 C 12.035 -14.425 -11.058
92 O 12.667 -13.406 -10.910
93 C 12.380 -15.368 -12.285
94 F 13.604 -15.767 -12.222
95 F 11.656 -16.516 -12.382
96 F 12.200 -14.701 -13.526
97 H 8.825 -14.331 -7.954
98 H 9.868 -15.606 -7.686
99 H 8.969 -15.701 -9.115
100 H 11.389 -13.965 -8.642
101 H 10.121 -13.153 -9.604
102 C 8.532 -13.293 -12.961
103 C 8.397 -14.802 -13.102
104 O 7.773 -15.451 -12.014
105 C 6.471 -15.873 -12.064
106 O 5.639 -15.429 -12.847
107 C 6.072 -16.832 -10.910
108 F 5.134 -17.656 -11.396
109 F 7.084 -17.588 -10.479
110 F 5.564 -16.175 -9.839
111 H 7.583 -12.792 -12.769
112 H 9.122 -12.948 -13.810
113 H 9.258 -13.257 -12.148
114 H 9.370 -15.254 -13.293
115 H 7.863 -14.939 -14.042

Record 6
The following is a quantum chemistry calculation of an isolated molecule of C3H6N2O, from the Open Molecules 2025 dataset.

Summary:
E_tot   -302.61647 Ha
Charge   0
Gap between HOMO and LUMO   10.5 eV
ΔE to the lowest compared entry with this formula, charge and spin   48.08 kcal per mole
SMILES   C/N=C/N=C/O
Largest force on an atom   1.8 eV/Å

Atoms and positions in Å:
1 C 0.550 -1.615 -1.667
2 N 0.705 -0.957 -0.395
3 C -0.081 0.001 -0.150
4 N 0.042 0.645 1.062
5 C -0.652 1.613 1.509
6 O -0.252 1.967 2.721
7 H 0.325 -2.673 -1.487
8 H -0.249 -1.171 -2.283
9 H 1.501 -1.562 -2.209
10 H -0.863 0.352 -0.848
11 H 0.455 1.233 2.680
12 H -1.482 2.167 1.067